Record 1
Density functional theory data (ωB97M-V with the def2-TZVPD basis set) for a molecular structure, C39H43FHfN7O4.

The geometry in XYZ format:
```
95
Properties=species:S:1:pos:R:3:forces:R:3:mulliken_charge:R:1
Hf 0.3528 -1.9652 -0.5013 -0.5200 0.0848 -0.0258 1.048
C 5.3776 4.0041 0.3379 0.0091 0.0075 -0.0031 -1.020
C 4.9414 3.4648 -1.0125 -0.0349 -0.0123 -0.0155 -0.980
N 3.7301 2.6132 -0.9095 0.0151 0.0001 -0.0004 0.116
C 3.8893 1.2957 -0.8970 -0.0100 0.0118 -0.0006 -0.188
C 2.8542 0.3864 -0.7984 0.0504 0.0387 0.0354 -0.278
C 3.2574 -1.0606 -0.8137 -0.0248 -0.0332 -0.0760 0.245
O 4.3918 -1.4003 -0.6468 0.0284 -0.0030 -0.0115 -0.608
O 2.2458 -1.8936 -1.0371 0.4455 0.0800 0.0408 -0.551
C 1.5446 0.8640 -0.6740 -0.0326 -0.0322 0.0026 1.894
O 0.4931 0.0959 -0.5582 0.2004 0.1051 0.0459 -0.757
C 1.3639 2.2855 -0.6620 -0.0155 0.0300 -0.1018 0.979
C 0.0845 2.8579 -0.5524 0.0178 -0.0158 0.0002 -0.367
C -0.0791 4.2029 -0.5863 -0.0110 0.0718 0.0530 -0.095
F -1.3293 4.6722 -0.4322 0.0371 0.1386 -0.0162 -0.331
C 1.0019 5.1202 -0.7500 0.0119 -0.1112 -0.1333 -0.499
C 2.2628 4.5440 -0.8314 0.0064 -0.0165 -0.0446 -0.310
C 2.4576 3.1553 -0.7923 0.0369 -0.0179 0.0088 -0.585
N 0.8091 6.4963 -0.8121 -0.0440 0.1010 0.1741 0.178
C 1.9348 7.3853 -1.0559 0.0425 0.0105 -0.0115 -0.439
C 1.7883 8.6719 -0.2528 -0.0576 0.0161 -0.0055 -0.928
N 0.3670 9.1994 -0.3562 0.0041 0.0029 0.0078 -0.066
C -0.3703 8.5610 -1.4955 0.0065 0.0110 -0.0014 -0.981
C -0.4854 7.0685 -1.2336 0.0037 -0.0857 -0.0587 -0.513
H 6.2622 4.6266 0.2103 0.0002 -0.0016 -0.0004 0.387
H 5.6370 3.1894 1.0134 -0.0029 -0.0026 -0.0036 0.357
H 4.6004 4.6035 0.8121 -0.0044 0.0019 0.0020 0.351
H 5.7152 2.8383 -1.4494 0.0117 0.0030 0.0138 0.470
H 4.7384 4.2500 -1.7388 0.0088 0.0004 0.0075 0.455
H 4.9020 0.9197 -0.9745 -0.0033 -0.0101 -0.0029 0.565
H -0.7855 2.2272 -0.4365 0.0039 -0.0003 0.0022 0.674
H 3.1322 5.1648 -0.9518 -0.0337 -0.0324 -0.0322 0.196
H 2.0540 7.5983 -2.1228 0.0262 0.0003 -0.0161 0.300
H 2.8685 6.9411 -0.7292 -0.0398 0.0329 0.0792 0.319
H 2.4564 9.4437 -0.6289 0.0122 -0.0140 -0.0014 0.396
H 1.9884 8.5098 0.8033 0.0163 -0.0114 -0.0066 0.413
H 0.3741 10.2153 -0.4620 0.0041 0.0016 -0.0016 0.375
H -0.1342 9.0082 0.5131 -0.0050 -0.0063 0.0011 0.393
H 0.1759 8.8067 -2.4029 -0.0026 -0.0043 -0.0042 0.392
H -1.3604 9.0071 -1.5577 -0.0055 -0.0098 -0.0109 0.435
H -0.8534 6.6092 -2.1543 -0.0083 -0.0489 0.0052 0.406
H -1.2364 6.9062 -0.4642 -0.0160 -0.0259 0.0309 0.423
C -8.1897 -2.5132 -0.8223 0.0051 0.0054 0.0022 -1.598
C -6.7528 -2.3088 -0.4734 -0.0128 -0.0041 -0.0009 0.518
C -5.7894 -2.1885 -1.4792 0.0171 0.0016 0.0007 -0.895
C -4.4525 -2.0317 -1.1942 -0.0302 -0.0029 0.0044 0.389
C -3.4836 -1.9140 -2.3324 0.0165 -0.0021 0.0011 -0.986
C -4.0555 -1.9903 0.1821 0.0218 -0.0123 0.0122 0.451
C -2.7203 -1.8693 0.5852 -0.0437 -0.0047 -0.0702 -0.132
O -1.7052 -1.7799 -0.1735 -0.0874 0.0803 0.1837 -0.655
C -5.0373 -2.1030 1.2217 -0.0044 -0.0011 0.0055 1.039
C -4.6828 -2.0526 2.6848 0.0028 0.0025 0.0052 -1.805
C -6.3551 -2.2594 0.8671 0.0072 0.0031 -0.0042 -0.749
H -8.4155 -2.1594 -1.8258 -0.0022 -0.0009 0.0001 0.396
H -8.8455 -2.0190 -0.1072 0.0002 -0.0022 -0.0002 0.410
H -8.4191 -3.5819 -0.7870 -0.0003 -0.0016 0.0000 0.328
H -6.1076 -2.2216 -2.5136 -0.0005 0.0004 -0.0007 0.404
H -4.0173 -1.9587 -3.2787 0.0038 0.0025 -0.0021 0.462
H -2.7457 -2.7165 -2.3140 -0.0053 -0.0068 0.0000 0.120
H -2.9341 -0.9720 -2.2894 -0.0064 0.0026 0.0038 0.192
H -2.5086 -1.8615 1.6566 -0.0154 0.0031 -0.0041 0.550
H -4.2190 -1.1033 2.9576 -0.0033 -0.0033 -0.0001 0.383
H -4.0029 -2.8566 2.9709 -0.0026 -0.0060 -0.0053 0.381
H -5.5821 -2.1610 3.2856 -0.0003 0.0051 0.0006 0.396
H -7.1079 -2.3460 1.6405 -0.0007 0.0019 -0.0002 0.429
N -0.0548 -3.3595 -2.0791 0.0573 -0.1812 -0.0122 -0.542
C 0.5341 -4.2336 -2.6096 0.0111 -0.0547 -0.0381 0.560
C 1.2031 -5.2967 -3.1261 -0.0774 0.1336 0.0257 0.083
C 1.3163 -6.3763 -2.2177 -0.0062 -0.0339 0.0067 0.289
N 1.3535 -7.1612 -1.3744 0.0327 0.0318 0.1056 -0.634
C 1.8233 -5.2443 -4.4052 0.0462 -0.0255 0.0163 -0.052
N 2.3366 -5.1787 -5.4307 -0.0280 0.0164 -0.0197 -0.365
C 1.5528 -6.9780 2.5260 -0.0052 -0.0002 -0.0259 -0.900
N 1.2107 -6.2085 1.2976 0.0235 -0.0745 -0.1134 0.058
C -0.2581 -6.0173 1.1798 0.0150 0.0027 -0.0282 -0.820
C 1.9854 -4.9171 1.1463 -0.0222 -0.0638 -0.0372 -1.156
C 1.5302 -3.7967 2.0452 0.0617 0.1266 0.0442 0.888
C 1.9300 -3.8090 3.3773 -0.0100 0.0052 -0.0007 -0.332
C 1.5834 -2.7764 4.2397 0.0100 -0.0095 0.0274 -0.960
C 0.8624 -1.6969 3.7640 -0.0011 0.0219 -0.0105 -1.073
C 0.4927 -1.6635 2.4232 -0.0747 -0.0993 -0.0582 -0.595
C 0.7954 -2.7077 1.5350 0.0961 -0.1267 0.0120 0.963
H 1.0551 -7.9430 2.4728 0.0063 -0.0033 0.0062 0.352
H 1.2069 -6.4316 3.3992 -0.0030 -0.0194 -0.0091 0.449
H 2.6295 -7.1216 2.5644 0.0016 -0.0070 0.0144 0.376
H 1.4818 -6.7827 0.4747 -0.0499 0.0457 0.0329 0.411
H -0.6113 -5.4473 2.0351 0.0002 0.0025 0.0040 0.472
H -0.7314 -6.9954 1.1487 0.0013 0.0070 0.0063 0.436
H -0.4706 -5.4866 0.2534 0.0013 -0.0050 0.0061 0.142
H 1.8996 -4.6439 0.0932 -0.0193 -0.0016 0.0044 0.030
H 3.0288 -5.1734 1.3280 0.0035 0.0081 0.0005 0.600
H 2.5507 -4.6147 3.7518 -0.0019 0.0173 -0.0041 0.659
H 1.9026 -2.8077 5.2727 -0.0022 -0.0009 0.0007 0.431
H 0.6072 -0.8780 4.4236 0.0007 0.0010 0.0002 0.482
H -0.0349 -0.7744 2.0741 -0.0541 -0.0282 -0.0128 0.451
```
Positions in Å, forces in eV/Å.

## Properties
- HOMO: -0.539 hartree
- Charge: +3
- Total energy: -2343.36157 hartree
- Largest force on an atom: 0.5 eV Å⁻¹



Record 2
Density functional theory data (ωB97M-V with the def2-TZVPD basis set) for 10 unconnected molecules or ions with the total composition C20H40Br20 at a distorted geometry.

The geometry in XYZ format:
```
80
Properties=species:S:1:pos:R:3:forces:R:3:mulliken_charge:R:1
Br -1.5288 3.9067 -0.2503 0.5453 0.5586 0.1404 0.010
C -1.6917 5.7380 -0.9458 -0.1111 0.1984 0.3732 -0.552
C -2.0214 6.6770 0.1970 -0.0112 0.8507 0.1066 -0.541
Br -2.4610 8.4790 -0.5021 0.1021 -0.3983 -0.0978 -0.167
H -2.4701 5.7728 -1.7032 -0.0657 -0.3221 0.0732 0.476
H -0.7388 5.9735 -1.4116 0.0122 0.0255 0.0686 0.297
H -1.2005 6.9024 0.8722 0.1670 -0.3648 -0.1137 0.245
H -2.8919 6.4294 0.7956 -0.0206 -0.3986 -0.2489 0.338
Br -4.1081 3.4157 -2.4297 -0.9367 -0.5217 0.1786 -0.131
C -5.5799 2.5087 -1.4174 0.4029 -0.0668 -0.2194 -0.584
C -5.0755 1.9506 -0.0959 0.5881 0.6393 -0.3844 -0.289
Br -4.7033 3.4680 1.0936 -0.5023 -0.5183 0.1933 -0.111
H -5.9433 1.7258 -2.0799 0.1263 -0.0380 0.0166 0.383
H -6.3533 3.2595 -1.2928 0.0606 0.0216 0.0532 0.383
H -4.1220 1.4441 -0.2229 0.0349 0.0354 -0.0527 -0.041
H -5.7439 1.2380 0.3805 -0.3115 0.3440 0.0496 0.374
Br -1.9617 -7.8723 -1.8733 -0.2908 0.1644 0.0073 -0.162
C -3.2456 -6.4215 -1.7626 -0.2668 1.0839 0.3008 -0.547
C -2.5391 -5.0824 -2.0067 -0.0808 -0.1264 -0.0648 -0.179
Br -3.8377 -3.6809 -2.5035 0.2852 -0.3481 0.2702 -0.171
H -3.6581 -6.3662 -0.7557 0.2617 -0.3811 0.1286 0.325
H -4.1180 -6.5728 -2.3929 0.4313 -0.2887 -0.4865 0.445
H -1.7934 -5.0748 -2.7961 -0.2005 -0.2420 -0.1339 0.208
H -2.0455 -4.7774 -1.0885 -0.0914 0.2268 -0.0794 0.065
Br 4.0404 4.9594 -0.8352 -0.3441 -0.2365 0.0402 -0.153
C 2.1489 5.0423 -0.3638 -0.0353 0.0122 0.0906 -0.058
C 1.9028 5.8851 0.8694 -0.1021 -0.3052 -1.0258 -0.416
Br 2.1697 7.7584 0.3601 -0.2644 -0.2429 0.5145 -0.141
H 1.7291 4.0479 -0.2133 0.4900 -0.1300 0.0532 -0.259
H 1.6177 5.4623 -1.2146 0.2049 0.0782 -0.0736 0.337
H 2.5453 5.6204 1.7020 0.0064 0.1833 0.0128 0.475
H 0.8554 5.6678 1.0877 -0.0120 0.5960 0.4131 0.156
Br 7.0571 1.2184 2.2305 -0.2542 0.0199 -0.0501 -0.167
C 5.3635 2.1163 1.9211 -0.8796 -0.1356 -0.2351 -0.527
C 4.3564 1.8451 3.0279 1.1377 -0.0523 0.7878 -0.118
Br 2.6715 2.6472 2.6120 -0.2825 0.5456 0.2225 -0.129
H 4.9034 1.7940 0.9878 0.5202 -0.1368 -0.1707 0.283
H 5.5862 3.1760 1.8401 -0.0382 -0.0036 0.0767 0.370
H 4.7484 2.2654 3.9537 -0.3230 0.1293 0.0532 0.395
H 4.1326 0.8045 3.2422 0.2827 -0.1370 -0.3956 -0.084
Br 2.0561 -3.8833 2.4671 0.1282 0.4325 0.0757 -0.204
C 3.2783 -2.4157 3.0286 -0.3512 -0.7641 -0.6087 -0.670
C 4.3328 -3.1149 3.8513 0.0640 0.6525 0.1123 -0.590
Br 5.8112 -1.8250 4.2408 -0.7804 -0.6621 -0.0250 -0.194
H 2.6386 -1.7015 3.5379 0.2618 -0.0259 0.2720 0.423
H 3.6341 -1.9951 2.0917 0.1687 -0.0119 0.1132 0.397
H 4.7647 -3.9608 3.3272 0.1643 0.2004 -0.1290 0.413
H 3.8719 -3.4883 4.7624 0.3740 0.2317 0.2538 0.393
Br -2.1623 -5.6908 5.5376 -0.4603 -0.0653 -0.4064 -0.189
C -2.3956 -5.8964 3.5785 1.7690 0.4278 0.5875 -0.471
C -1.2853 -5.0251 2.9745 -0.7095 -0.0948 -0.6467 -0.592
Br -0.7810 -5.7567 1.2131 -0.2180 0.1094 0.1558 -0.157
H -3.3680 -5.5266 3.2781 -0.1174 -0.3178 0.1255 0.362
H -2.1891 -6.9405 3.3736 -0.4409 -0.0469 0.0137 0.349
H -0.3352 -4.9589 3.4875 -0.2452 -0.2230 0.3848 0.373
H -1.6980 -4.0349 2.8075 0.3222 0.1587 -0.1047 0.321
Br 3.3780 -4.6249 -5.2630 -0.4625 0.0613 0.6233 -0.182
C 2.1380 -4.7271 -3.6980 0.2960 0.0038 -0.7117 -0.639
C 2.3148 -3.5297 -2.7984 0.4041 -0.2767 0.3078 -0.532
Br 1.2860 -3.9337 -1.1698 0.0650 0.3504 -0.3214 -0.021
H 2.3882 -5.6497 -3.1838 0.1374 0.0727 -0.0019 0.393
H 1.1460 -4.8363 -4.1263 -0.0096 0.2192 0.0461 0.304
H 2.0342 -2.5561 -3.1896 -0.4433 -0.2252 -0.1436 0.377
H 3.3524 -3.4387 -2.4846 -0.0436 -0.1514 0.1011 0.345
Br 0.2161 3.5518 -3.4081 0.2112 0.3826 -0.0406 -0.088
C -0.3865 1.7327 -3.3315 -0.1022 -0.7560 0.1330 -0.165
C -1.2025 1.4437 -4.5744 0.4528 0.2383 0.7782 -0.593
Br -1.9884 -0.3304 -4.3586 0.1818 0.1701 -0.2442 -0.197
H -0.9063 1.5489 -2.3936 -0.1300 0.3250 -0.0731 -0.086
H 0.4964 1.0960 -3.3465 0.0388 0.1307 0.1362 0.393
H -0.4551 1.4972 -5.3631 -0.6697 -0.3449 -0.5832 0.421
H -2.0161 2.1522 -4.6893 -0.0068 -0.0909 -0.2020 0.360
Br -2.3367 0.2142 2.1452 -0.2039 -0.2083 0.1530 -0.200
C -1.1818 0.3033 0.5875 -0.1315 0.1511 -0.1659 -0.063
C 0.2659 0.4394 1.0881 -1.1473 0.2414 -0.5258 -0.555
Br 1.3420 1.3308 -0.2573 0.0599 -0.4618 -0.3647 -0.127
H -1.5662 1.1499 0.0202 0.4484 0.2834 0.2192 -0.517
H -1.4318 -0.5485 -0.0390 0.4837 -0.3455 0.1995 0.578
H 0.6954 -0.5297 1.3183 0.1179 0.0523 0.0443 0.378
H 0.2488 1.1075 1.9429 0.2894 -0.1408 0.0702 0.418
```
Positions in Å, forces in eV/Å.

## Properties
- SMILES string: BrCCBr.BrCCBr.BrCCBr.BrCCBr.BrCCBr.BrCCBr.BrCCBr.BrCCBr.BrCCBr.BrCCBr
- HOMO: -0.359 hartree
- Total energy: -52266.34308 hartree
- Largest force on an atom: 1.9 eV Å⁻¹



| no. | LUMO (hartree) |
| --- | --- |
| 1 | -0.2714 |
| 2 | -0.0002 |